[1]
This record from the OMol25 dataset describes an isolated ion of composition C5H8N and charge +1. The level of theory is ωB97M-V/def2-TZVPD.

* energy relative to the best compared isomer or geometry (same formula, charge and spin): 4.778 eV
* charge: +1
* gap between HOMO and LUMO (spin up / spin down): 7.92 / 8.05 eV
* molecular weight: 82.13 g/mol
* electronic energy: -249.64955 Ha
* HOMO energy (spin up / spin down): -15.02 / -15.05 eV
* strongest force on any atom: 1.021 eV Å⁻¹

Last column: Mulliken charge in e.
Cartesian coordinates (Å):
C  -0.640  -0.413  2.636  -0.08
C  0.314  0.404  2.381  -0.12
C  0.106  0.311  -0.068  0.93
C  0.219  1.238  -1.230  -1.17
C  -0.072  -1.130  -0.352  -1.11
N  0.212  0.845  1.072  -0.36
H  -1.620  -0.818  2.546  0.40
H  1.153  0.744  2.969  0.40
H  -0.390  2.128  -1.071  0.38
H  -0.068  0.747  -2.156  0.35
H  1.250  1.582  -1.318  0.32
H  0.798  -1.490  -0.904  0.31
H  -0.936  -1.290  -0.997  0.34
H  -0.198  -1.699  0.571  0.41

***

[2]
This record from the OMol25 dataset describes C5H8N as an isolated structure. The level of theory is ωB97M-V/def2-TZVPD.

* energy relative to the best compared isomer or geometry (same formula, charge and spin): 3.313 eV
* charge: +1
* gap between HOMO and LUMO: 9.54 eV
* molecular weight: 82.13 g/mol
* electronic energy: -249.70340 Ha
* HOMO energy: -14.50 eV
* strongest force on any atom: 4.506 eV Å⁻¹

Last column: Mulliken charge in e.
Cartesian coordinates (Å):
C  -0.224  -1.520  0.019  -0.02
C  -0.820  0.353  -0.043  0.35
C  -1.101  1.675  0.045  -0.90
C  -1.610  -0.954  -0.027  -0.43
C  1.936  0.067  -0.072  -0.66
N  0.358  -0.368  0.006  0.09
H  0.128  -2.613  0.038  0.40
H  -0.347  2.349  -0.170  0.30
H  -2.120  1.845  0.184  0.30
H  -2.107  -1.157  -0.930  0.31
H  -2.473  -1.052  0.751  0.34
H  2.463  0.216  1.013  0.27
H  1.803  0.952  -0.665  0.33
H  2.350  -0.833  -0.597  0.33

***

[3]
This record from the OMol25 dataset describes an isolated ion of composition C5H8N and charge +1. The level of theory is ωB97M-V/def2-TZVPD.

* energy relative to the best compared isomer or geometry (same formula, charge and spin): 4.261 eV
* charge: +1
* gap between HOMO and LUMO: 11.42 eV
* molecular weight: 82.13 g/mol
* electronic energy: -249.66854 Ha
* structure (SMILES): C=C1[N@H+]2C[C@@]12C
* HOMO energy: -14.74 eV
* strongest force on any atom: 6.168 eV Å⁻¹

Last column: Mulliken charge in e.
Cartesian coordinates (Å):
C  -2.163  -0.609  0.151  -0.78
C  -1.031  0.085  0.038  0.36
N  -0.216  1.085  -0.635  -0.16
C  0.596  1.490  0.457  -0.44
C  0.485  -0.008  0.295  0.74
C  1.426  -1.046  -0.021  -1.30
H  -3.091  -0.483  -0.359  0.30
H  -2.122  -1.561  0.688  0.25
H  -0.203  1.373  -1.647  0.33
H  0.047  2.027  1.161  0.27
H  1.553  1.953  0.260  0.29
H  1.351  -1.767  0.772  0.37
H  2.384  -0.823  -0.205  0.45
H  0.984  -1.713  -0.954  0.32

***

[4]
This record from the OMol25 dataset describes an isolated ion of composition C5H8N and charge +1. The level of theory is ωB97M-V/def2-TZVPD.

* energy relative to the best compared isomer or geometry (same formula, charge and spin): 6.877 eV
* charge: +1
* gap between HOMO and LUMO (spin up / spin down): 8.23 / 8.55 eV
* molecular weight: 82.13 g/mol
* electronic energy: -249.57241 Ha
* HOMO energy (spin up / spin down): -13.13 / -13.26 eV
* strongest force on any atom: 4.083 eV Å⁻¹

Last column: Mulliken charge in e.
Cartesian coordinates (Å):
C  -1.196  0.801  -1.894  -0.42
C  -1.556  0.899  -0.690  -0.23
C  1.163  0.717  -0.163  -0.23
C  -0.253  0.663  -0.023  0.02
C  0.223  -1.165  1.415  -0.82
N  0.379  -0.559  0.105  0.03
H  -0.715  1.023  -2.787  0.40
H  -2.378  0.855  -0.066  0.43
H  1.763  0.847  -1.096  0.25
H  1.771  1.082  0.703  0.23
H  -0.557  -0.551  1.998  0.31
H  -0.040  -2.297  1.265  0.31
H  1.168  -1.084  1.871  0.35
H  0.228  -1.232  -0.638  0.37

***

[5]
This record from the OMol25 dataset describes an isolated ion of composition C5H8N and charge +1. The level of theory is ωB97M-V/def2-TZVPD.

* energy relative to the best compared isomer or geometry (same formula, charge and spin): 4.219 eV
* charge: +1
* gap between HOMO and LUMO: 9.42 eV
* molecular weight: 82.13 g/mol
* electronic energy: -249.67009 Ha
* structure (SMILES): C=C=C=C[NH2+]C
* HOMO energy: -13.60 eV
* strongest force on any atom: 5.062 eV Å⁻¹

Last column: Mulliken charge in e.
Cartesian coordinates (Å):
C  3.124  -0.832  0.086  -0.84
C  1.989  -0.105  0.064  0.26
C  0.823  0.454  -0.064  0.31
C  -0.220  1.232  -0.306  -0.47
N  -1.641  0.660  -0.281  -0.24
C  -1.738  -0.634  0.335  -0.84
H  3.371  -1.943  0.292  0.26
H  3.985  -0.283  -0.087  0.25
H  0.014  2.290  -0.391  0.39
H  -2.300  1.375  0.283  0.45
H  -2.066  0.732  -1.316  0.43
H  -2.864  -0.844  0.402  0.34
H  -1.420  -1.496  -0.229  0.35
H  -1.057  -0.606  1.214  0.36

***

[6]
This record from the OMol25 dataset describes an isolated ion of composition C5H8N and charge +1. The level of theory is ωB97M-V/def2-TZVPD.

* energy relative to the best compared isomer or geometry (same formula, charge and spin): 3.900 eV
* charge: +1
* gap between HOMO and LUMO: 11.43 eV
* molecular weight: 82.13 g/mol
* electronic energy: -249.68181 Ha
* structure (SMILES): C=C[C@H]1[C@@H]2C[N@H+]12
* HOMO energy: -14.66 eV
* strongest force on any atom: 4.029 eV Å⁻¹

Last column: Mulliken charge in e.
Cartesian coordinates (Å):
C  2.542  -0.163  0.123  -0.89
C  1.348  0.295  -0.163  -0.41
C  0.050  -0.338  0.167  0.45
C  -0.980  0.572  0.591  -0.16
C  -2.185  -0.300  0.164  -0.19
N  -1.045  -0.120  -0.755  -0.11
H  3.441  0.239  -0.289  0.26
H  2.779  -1.003  0.702  0.28
H  1.362  1.131  -0.766  0.30
H  0.025  -1.276  0.615  0.40
H  -1.064  1.704  0.729  0.29
H  -2.105  -1.270  0.687  0.23
H  -3.151  0.275  -0.167  0.30
H  -1.017  0.255  -1.638  0.24

***

[7]
This record from the OMol25 dataset describes an isolated ion of composition C5H8N and charge +1. The level of theory is ωB97M-V/def2-TZVPD.

* energy relative to the best compared isomer or geometry (same formula, charge and spin): 3.359 eV
* charge: +1
* gap between HOMO and LUMO: 8.75 eV
* molecular weight: 82.13 g/mol
* electronic energy: -249.70172 Ha
* structure (SMILES): C=C=C/C=C/[NH3+]
* HOMO energy: -12.73 eV
* strongest force on any atom: 4.271 eV Å⁻¹

Last column: Mulliken charge in e.
Cartesian coordinates (Å):
C  0.104  0.328  -3.605  -0.57
C  -0.025  0.591  -2.364  0.18
C  -0.106  0.961  -1.060  -0.72
C  -0.057  0.084  0.071  0.04
C  -0.128  0.404  1.397  -0.25
N  0.107  -0.666  2.390  -0.47
H  1.195  0.112  -3.956  0.21
H  -0.625  0.187  -4.384  0.30
H  -0.258  2.037  -1.048  0.30
H  0.200  -0.901  -0.181  0.35
H  -0.335  1.427  1.743  0.36
H  -0.609  -1.469  2.238  0.43
H  0.021  -0.396  3.505  0.43
H  1.041  -1.211  2.400  0.41

***

[8]
This record from the OMol25 dataset describes C5H8N as an isolated structure. The level of theory is ωB97M-V/def2-TZVPD.

* energy relative to the best compared isomer or geometry (same formula, charge and spin): 6.869 eV
* charge: +1
* gap between HOMO and LUMO: 9.98 eV
* molecular weight: 82.13 g/mol
* electronic energy: -249.57272 Ha
* HOMO energy: -14.53 eV
* strongest force on any atom: 4.565 eV Å⁻¹

Last column: Mulliken charge in e.
Cartesian coordinates (Å):
C  2.204  -0.659  -1.192  -0.14
C  1.141  -0.380  -0.640  0.14
C  0.180  -0.718  0.455  0.21
C  0.037  0.533  -0.297  -0.59
C  -0.893  -1.739  0.099  -1.19
N  0.159  1.980  0.091  -0.28
H  0.852  -0.607  1.624  0.29
H  -0.767  0.588  -1.008  0.34
H  -1.686  -1.744  0.824  0.37
H  -0.519  -2.700  0.216  0.38
H  -1.342  -1.515  -0.916  0.31
H  -0.621  2.043  0.753  0.38
H  0.232  2.768  -0.624  0.38
H  1.023  2.151  0.616  0.40

***

[9]
This record from the OMol25 dataset describes an isolated ion of composition C5H8N and charge +1. The level of theory is ωB97M-V/def2-TZVPD.

* energy relative to the best compared isomer or geometry (same formula, charge and spin): 4.244 eV
* charge: +1
* gap between HOMO and LUMO: 9.64 eV
* molecular weight: 82.13 g/mol
* electronic energy: -249.66919 Ha
* structure (SMILES): [NH3+]/C=C1\[C@H]2C[C@@H]12
* HOMO energy: -13.41 eV
* strongest force on any atom: 4.369 eV Å⁻¹

Last column: Mulliken charge in e.
Cartesian coordinates (Å):
N  -2.046  0.279  -0.746  -0.35
C  -0.702  -0.287  -0.794  -0.56
C  0.182  -0.042  0.093  0.53
C  0.989  0.638  1.026  -0.51
C  1.861  -0.516  1.359  -0.44
C  1.581  -0.178  -0.108  -0.52
H  -2.071  1.136  -0.225  0.34
H  -2.810  -0.403  -0.331  0.39
H  -2.448  0.443  -1.740  0.40
H  -0.619  -0.980  -1.531  0.47
H  0.754  1.554  1.514  0.43
H  2.891  -0.160  1.710  0.24
H  1.370  -1.397  1.569  0.23
H  2.218  -0.016  -0.938  0.34

***

[10]
This record from the OMol25 dataset describes an isolated ion of composition C5H8N and charge +1. The level of theory is ωB97M-V/def2-TZVPD.

* energy relative to the best compared isomer or geometry (same formula, charge and spin): 4.364 eV
* charge: +1
* gap between HOMO and LUMO: 8.24 eV
* molecular weight: 82.13 g/mol
* electronic energy: -249.66478 Ha
* HOMO energy: -13.25 eV
* strongest force on any atom: 2.739 eV Å⁻¹

Last column: Mulliken charge in e.
Cartesian coordinates (Å):
C  1.282  0.624  -2.196  -0.12
C  1.440  -0.729  -2.300  -0.26
C  0.190  -0.452  0.167  -0.45
C  0.882  -0.163  -1.133  0.30
C  -1.366  0.243  2.022  -0.76
N  -0.318  0.618  1.060  -0.36
H  1.344  1.659  -2.663  0.36
H  1.849  -1.578  -2.824  0.39
H  -0.617  -1.098  -0.046  0.38
H  0.809  -1.061  0.835  0.37
H  -2.087  -0.571  1.655  0.30
H  -0.754  0.036  2.906  0.29
H  -2.043  1.217  2.151  0.30
H  -0.609  1.255  0.366  0.25